C4H6ClNOS | ωB97M-V/def2-TZVPD

Computed properties:
* SMILES: C=NSCO/C=C\Cl
* energy: -31138.28655 eV
* spin multiplicity: 1
* energy above the lowest of the compared OMol25 structures with the same formula, charge and spin: 255.9 kJ/mol

Each line ends with the natural charge from an NBO analysis.
Element x y z (Å)
C (2.6238, -0.0476, -0.6288)  -0.369
C (1.8107, 1.0057, -0.4305)  0.143
C (0.0911, 0.3314, 1.1847)  -0.229
C (-3.1906, -0.7298, -0.5576)  -0.082
H (3.4617, 0.0351, -1.3027)  0.230
H (2.0542, 1.9111, -0.9804)  0.199
H (-0.6457, 0.8798, 1.7722)  0.230
H (0.8882, -0.1200, 1.7669)  0.213
H (-4.1318, -0.1740, -0.6546)  0.182
H (-3.1192, -1.7437, -0.9513)  0.153
N (-2.2275, -0.1451, 0.0241)  -0.571
O (0.6837, 1.2813, 0.2957)  -0.499
S (-0.7952, -0.9603, 0.2679)  0.403
Cl (2.4966, -1.5241, 0.1945)  -0.002


C3H3IO | ωB97M-V/def2-TZVPD

Computed properties:
* ⟨S²⟩: 2.011
* energy: -13302.08708 eV
* spin multiplicity: 3
* energy above the lowest of the compared OMol25 structures with the same formula, charge and spin: 32.8 kJ/mol

Each line ends with the natural charge from an NBO analysis.
Element x y z (Å)
C (-0.1053, -0.1690, 0.0360)  -0.067
C (0.9163, -0.5757, 0.5205)  0.265
C (-1.4023, 0.4644, -0.2925)  -0.678
O (2.0935, -1.2201, 0.8952)  -0.629
I (3.7329, -0.5095, -0.0500)  0.395
H (-1.3234, 1.3172, -1.0621)  0.237
H (-2.0456, -0.2904, -0.6691)  0.237
H (-1.8662, 0.9831, 0.6220)  0.242


C36H24Cl4N3O7Ta | ωB97M-V/def2-TZVPD

Computed properties:
* energy: -108157.81085 eV
* charge: +2
* spin multiplicity: 1
* energy above the lowest of the compared OMol25 structures with the same formula, charge and spin: 0.0 kJ/mol

Each line ends with the Löwdin charge.
Element x y z (Å)
Ta (0.5496, -0.0438, 0.2664)  2.014
C (-0.9953, 4.1278, 1.1935)  0.027
O (-0.2109, 3.6299, 2.3433)  0.106
C (0.0748, 2.3948, 2.0821)  -0.301
N (-0.2948, 1.8832, 0.9570)  0.026
C (-1.0502, 2.9315, 0.2112)  -0.195
C (-2.4607, 2.5135, -0.1152)  -0.213
C (-3.2720, 1.9367, 0.8573)  -0.045
C (-4.6043, 1.6739, 0.5854)  -0.071
C (-5.1322, 1.9851, -0.6611)  -0.082
C (-4.3236, 2.5450, -1.6368)  -0.061
C (-2.9877, 2.8087, -1.3650)  -0.019
C (0.7972, 1.5361, 3.0360)  -0.130
C (1.2350, 1.8751, 4.3008)  0.079
C (1.8335, 0.8811, 5.0685)  0.042
C (1.9587, -0.4058, 4.5569)  0.080
C (1.4925, -0.6369, 3.2763)  -0.128
N (0.9349, 0.3127, 2.5287)  0.058
C (1.4866, -1.9105, 2.5419)  -0.301
N (1.0165, -1.9156, 1.3397)  0.025
C (1.0439, -3.3279, 0.8619)  -0.190
C (1.6678, -4.0715, 2.0679)  0.029
O (1.8976, -3.0136, 3.0743)  0.111
C (-0.3358, -3.8168, 0.4941)  -0.208
C (-0.4841, -4.6968, -0.5719)  -0.025
C (-1.7405, -5.1802, -0.9054)  -0.046
C (-2.8532, -4.7836, -0.1774)  -0.054
C (-2.7087, -3.9116, 0.8928)  -0.059
C (-1.4518, -3.4339, 1.2318)  -0.040
H (-0.4739, 5.0012, 0.8146)  0.144
H (-1.9724, 4.3946, 1.5865)  0.145
H (-0.4961, 3.1404, -0.7031)  0.137
H (-2.8768, 1.7016, 1.8410)  0.116
H (-5.2323, 1.2335, 1.3482)  0.114
H (-6.1748, 1.7893, -0.8731)  0.117
H (-4.7326, 2.7827, -2.6093)  0.117
H (-2.3576, 3.2531, -2.1265)  0.121
H (1.0996, 2.8821, 4.6703)  0.146
H (2.1884, 1.1049, 6.0653)  0.140
H (2.4007, -1.2111, 5.1270)  0.146
H (1.7017, -3.3775, -0.0052)  0.149
H (2.6347, -4.5211, 1.8637)  0.145
H (0.9912, -4.7881, 2.5247)  0.147
H (0.3828, -4.9979, -1.1498)  0.123
H (-1.8522, -5.8626, -1.7377)  0.122
H (-3.8337, -5.1549, -0.4436)  0.119
H (-3.5750, -3.6063, 1.4638)  0.115
H (-1.3529, -2.7557, 2.0736)  0.114
Cl (-0.8107, -4.1524, -4.9535)  0.741
C (-0.9543, -3.0509, -3.6509)  -0.692
C (-2.2193, -2.6219, -3.2379)  -0.696
Cl (-3.6260, -3.1922, -4.0298)  0.736
C (-2.3576, -1.7444, -2.1554)  -0.614
Cl (-3.8688, -1.2038, -1.5861)  0.801
C (-1.1998, -1.3364, -1.5290)  -0.301
O (-1.1337, -0.5131, -0.4306)  -0.187
C (0.0647, -1.7545, -1.9294)  -0.354
O (1.0449, -1.2833, -1.1538)  -0.201
C (0.2064, -2.6197, -2.9973)  -0.628
Cl (1.7679, -3.1714, -3.4264)  0.768
O (1.6379, 3.4461, -2.7248)  0.100
C (2.9184, 3.3052, -2.3375)  -0.232
C (3.9366, 4.0880, -2.8737)  0.009
C (5.2329, 3.9345, -2.4284)  -0.022
C (5.5588, 3.0066, -1.4358)  -0.048
C (4.5659, 2.2273, -0.9019)  0.008
C (3.2328, 2.3539, -1.3437)  -0.066
C (2.2465, 1.4779, -0.7846)  -0.474
O (1.0364, 1.3732, -1.1844)  -0.079
O (2.5020, 0.6890, 0.2228)  -0.105
H (1.5813, 4.0884, -3.4440)  0.133
H (3.7047, 4.8182, -3.6395)  0.130
H (6.0101, 4.5512, -2.8605)  0.126
H (6.5812, 2.9017, -1.1042)  0.118
H (4.7884, 1.4882, -0.1450)  0.125